Computed, not measured: the molecule C27H36N4O4, with ωB97M-V/def2-TZVPD.

The HOMO energy is -8.9 eV. As for the total charge: 0. For the relative energy (zero: lowest compared OMol25 entry of this formula, charge and spin), the calculation gives 230.50 kJ/mol.

Geometry (Å):
C -7.129 -2.424 -1.174
C -5.783 -1.958 -0.763
C -4.815 -2.524 0.011
C -3.775 -1.553 0.009
N -4.115 -0.509 -0.712
O -5.363 -0.754 -1.194
N -2.557 -1.590 0.639
C -2.032 -2.652 1.309
O -2.594 -3.715 1.455
C -0.641 -2.372 1.863
C 0.433 -2.339 0.766
C 0.526 -0.989 0.082
O -0.307 -0.106 0.270
N 1.568 -0.781 -0.744
C 2.487 -1.829 -1.121
C 3.655 -2.022 -0.177
C 4.509 -3.098 -0.390
C 5.591 -3.311 0.444
C 5.828 -2.451 1.503
C 4.980 -1.379 1.720
C 3.896 -1.162 0.885
H 3.244 -0.319 1.063
H 5.158 -0.704 2.543
H 6.672 -2.617 2.156
H 6.248 -4.151 0.269
H 4.323 -3.772 -1.215
H 2.871 -1.609 -2.121
H 1.939 -2.773 -1.206
C 1.662 0.565 -1.320
C 0.781 0.683 -2.575
H -0.271 0.829 -2.332
H 0.849 -0.263 -3.117
C 1.392 1.819 -3.412
H 1.591 1.473 -4.426
H 0.726 2.677 -3.486
C 2.703 2.201 -2.704
H 3.500 2.427 -3.411
H 2.551 3.077 -2.074
C 3.043 0.994 -1.833
H 3.721 1.234 -1.016
H 3.502 0.221 -2.449
C 1.346 1.549 -0.160
O 1.984 1.463 0.872
N 0.498 2.555 -0.423
H -0.111 2.481 -1.221
C 0.043 3.458 0.617
C -1.317 3.016 1.161
C -1.785 3.970 2.254
C -1.865 5.396 1.718
C -0.511 5.837 1.169
C -0.040 4.884 0.074
H 0.937 5.195 -0.300
H -0.747 4.910 -0.760
H -0.582 6.851 0.771
H 0.222 5.844 1.978
H -2.181 6.076 2.512
H -2.612 5.442 0.922
H -2.763 3.655 2.624
H -1.083 3.935 3.090
H -1.230 1.999 1.544
H -2.045 3.004 0.346
H 0.790 3.405 1.415
H 1.406 -2.565 1.207
H 0.212 -3.110 0.022
H -0.408 -3.171 2.567
H -0.644 -1.418 2.392
H -1.957 -0.771 0.511
H -4.808 -3.468 0.511
H -7.891 -1.735 -0.812
H -7.199 -2.461 -2.260
H -7.314 -3.413 -0.765


Computed, not measured: a cluster of 2 separate species, C25H23ClN2O2 in total, with ωB97M-V/def2-TZVPD.

The HOMO energy is -5.1 eV. As for the total charge: 0.

Geometry (Å):
C 4.160 5.070 1.354
C 3.192 3.952 1.635
O 1.853 4.497 1.667
C 0.923 3.587 2.089
C -0.381 3.866 1.456
N -1.235 2.904 1.392
C -2.207 2.621 0.573
C -3.139 1.575 0.909
C -4.212 1.194 0.076
C -5.121 0.227 0.497
C -4.951 -0.380 1.756
Cl -6.074 -1.555 2.287
C -3.859 -0.042 2.572
C -2.964 0.934 2.145
O 1.148 2.657 2.845
H 5.087 4.656 0.949
H 3.762 5.792 0.635
H 4.392 5.595 2.283
H 3.235 3.199 0.831
H 3.402 3.467 2.600
H -0.509 4.854 1.011
H -2.316 3.123 -0.408
H -4.320 1.682 -0.892
H -5.959 -0.067 -0.131
H -3.715 -0.535 3.524
H -2.121 1.235 2.754
C 2.745 8.428 -2.554
N 1.619 7.850 -1.818
C 1.262 6.552 -2.150
C 1.978 5.817 -3.102
C 1.570 4.536 -3.461
C 0.395 3.981 -2.927
C -0.315 4.688 -1.977
C 0.122 5.950 -1.519
C -0.522 6.659 -0.501
C -0.238 8.000 -0.260
C 0.877 8.617 -0.930
C 1.133 9.977 -0.661
C 0.292 10.721 0.170
C -0.834 10.132 0.768
C -1.065 8.781 0.581
H 2.937 9.455 -2.241
H 3.651 7.838 -2.365
H 2.549 8.434 -3.637
H 2.857 6.250 -3.574
H 2.144 3.973 -4.193
H 0.049 2.998 -3.255
H -1.241 4.300 -1.564
H -1.364 6.214 0.020
H 1.999 10.471 -1.102
H 0.503 11.778 0.331
H -1.502 10.729 1.386
H -1.901 8.280 1.063


Computed, not measured: a cluster of 8 separate species, C6H29NO8 in total, with ωB97M-V/def2-TZVPD.

The HOMO energy is -8.7 eV. As for the total charge: 0. For the relative energy (zero: lowest compared OMol25 entry of this formula, charge and spin), the calculation gives 323.57 kJ/mol.

Geometry (Å):
C 2.141 -1.526 0.386
C 0.897 -1.433 1.356
C 1.450 -1.211 2.803
C 0.549 -1.667 3.895
C 2.042 0.218 3.083
N -0.007 -0.407 0.882
C -1.205 -0.710 0.175
O -1.406 0.033 -1.038
H 2.723 -2.364 0.753
H 1.622 -1.914 -0.481
H 2.707 -0.599 0.214
H 0.431 -2.470 1.346
H 2.327 -1.925 2.755
H 0.715 -1.293 4.902
H -0.517 -1.600 3.684
H 0.511 -2.777 4.103
H 1.307 0.876 3.492
H 2.376 0.697 2.143
H 2.973 0.065 3.605
H -0.078 0.320 1.590
H -1.308 -1.762 0.093
H -2.075 -0.247 0.713
H -1.200 0.971 -1.067
H -0.767 -1.316 -2.164
H 0.706 -1.863 -2.507
O -0.217 -2.087 -2.379
H 0.203 -4.739 -1.827
H 0.873 -3.402 -1.801
O 0.892 -4.271 -1.344
H -3.719 2.166 0.003
H -3.634 2.980 -1.311
O -3.243 2.877 -0.438
H 1.633 -0.277 -4.100
H 1.635 0.896 -3.096
O 1.169 0.079 -3.334
H 1.630 4.314 -0.132
H 1.091 3.075 0.311
O 1.966 3.415 0.007
H -1.945 3.383 0.824
H -0.905 4.473 1.474
O -1.042 3.725 0.895
H -2.194 1.809 -3.224
H -2.971 0.513 -2.766
O -3.012 1.478 -2.840


Computed, not measured: the ion C3H11N3P with charge +1, with ωB97M-V/def2-TZVPD.

The HOMO energy is -12.8 eV. As for the total charge: +1. For the relative energy (zero: lowest compared OMol25 entry of this formula, charge and spin), the calculation gives 98.33 kJ/mol.

Geometry (Å):
C 0.934 1.301 -0.798
C -0.281 -2.248 -0.389
C 0.446 -1.340 2.022
N 0.493 0.195 -0.167
N 0.223 2.478 -1.024
N -1.156 2.646 -0.872
P 1.195 -1.618 0.366
H 1.851 1.352 -1.362
H -0.399 -1.811 -1.315
H -1.123 -2.186 0.317
H -0.211 -3.336 -0.711
H -0.123 -0.451 2.139
H 1.254 -1.350 2.771
H -0.128 -2.311 2.131
H -0.370 0.146 0.389
H 0.678 3.298 -1.493
H -1.674 3.470 -1.232
H -1.609 1.768 -0.772


Computed, not measured: a structure of composition C30H43F5OP2Pm, with ωB97M-V/def2-TZVPD.

The HOMO energy (spin up / spin down) is -10.4 / -10.4 eV. As for the total charge: +1. Its multiplicity is 5.

Geometry (Å):
Pm 0.562 0.325 -0.641
C -1.559 1.880 0.339
C -2.116 1.119 -0.728
C -1.602 -0.332 0.995
C -1.254 0.984 1.405
C -2.146 -0.250 -0.325
C -1.411 3.357 0.407
H -1.749 3.856 -0.506
H -0.387 3.684 0.621
H -2.017 3.780 1.221
C -0.721 1.369 2.731
H -0.673 2.464 2.831
H 0.277 0.952 2.891
H -1.361 0.981 3.531
C -1.525 -1.555 1.828
H -2.199 -1.524 2.701
H -0.521 -1.678 2.239
H -1.774 -2.460 1.258
C -2.683 -1.387 -1.104
H -3.688 -1.692 -0.770
H -2.065 -2.290 -1.012
H -2.791 -1.150 -2.169
C -2.682 1.664 -1.987
H -3.782 1.625 -1.966
H -2.364 1.084 -2.863
H -2.414 2.721 -2.120
C 3.635 2.745 -4.070
C 2.661 3.654 -3.855
C 1.443 3.822 -4.727
C 0.723 2.532 -5.203
C 0.965 1.341 -4.316
C 1.893 0.415 -4.607
C 3.264 0.555 -5.201
C 3.804 1.999 -5.340
H 1.718 4.395 -5.634
H 1.040 2.291 -6.232
H 0.719 4.443 -4.181
H 3.307 2.516 -6.180
H 4.491 2.640 -3.387
H 2.857 4.488 -3.157
H 4.888 1.967 -5.576
H 3.970 -0.026 -4.591
H 1.620 -0.633 -4.517
H 3.263 0.095 -6.209
H -0.361 2.743 -5.257
H 0.181 1.157 -3.569
P 3.198 1.506 -0.589
P 1.048 -1.861 -2.327
C 3.432 0.256 -2.028
C 2.896 -1.203 -2.324
H 4.525 0.111 -2.045
H 3.153 0.914 -2.859
H 3.200 -1.499 -3.340
H 3.423 -1.903 -1.660
C 1.471 -3.571 -1.892
H 0.589 -4.039 -1.438
H 2.295 -3.576 -1.170
H 1.761 -4.115 -2.804
C 0.045 -2.272 -3.845
H 0.538 -3.020 -4.477
H -0.214 -1.405 -4.450
H -0.904 -2.696 -3.504
C 4.352 2.913 -0.792
H 3.986 3.767 -0.202
H 4.506 3.306 -1.801
H 5.316 2.597 -0.377
C 1.747 2.530 -1.235
H 0.799 2.165 -1.708
H 2.234 2.970 -2.106
H 1.558 3.334 -0.522
F 4.792 -3.792 4.270
C 4.084 -3.028 3.416
C 4.552 -2.745 2.123
F 5.715 -3.298 1.723
C 3.839 -1.920 1.278
F 4.445 -1.550 0.111
C 2.553 -1.443 1.623
O 1.754 -0.837 0.780
C 2.177 -1.646 2.960
F 1.087 -0.993 3.447
C 2.897 -2.436 3.835
F 2.489 -2.596 5.109


Computed, not measured: a cluster of 2 separate species, C2H10N6 in total, with ωB97M-V/def2-TZVPD.

The HOMO energy (spin up / spin down) is -7.8 / -7.8 eV. As for the total charge: 0. For the relative energy (zero: lowest compared OMol25 entry of this formula, charge and spin), the calculation gives 679.59 kJ/mol.

Geometry (Å):
C 1.886 0.043 -1.254
N 0.484 -0.263 -1.227
N -0.474 0.808 -0.666
N 0.043 1.904 -0.322
H 0.044 -0.768 -1.977
H -0.651 2.637 -0.504
H 2.441 -0.602 -0.567
H 2.006 1.084 -0.917
H 2.306 -0.037 -2.259
N -0.616 -0.048 1.210
N -1.137 0.924 2.084
C -0.876 -2.121 0.357
N -1.379 -1.169 1.037
H 0.388 -0.175 1.349
H -2.149 0.818 2.055
H -0.870 1.835 1.705
H 0.095 -1.919 -0.286
H -1.540 -2.951 0.182


Computed, not measured: the ion C5H10N with charge +1, with ωB97M-V/def2-TZVPD.

The HOMO energy is -13.7 eV. As for the total charge: +1. For the relative energy (zero: lowest compared OMol25 entry of this formula, charge and spin), the calculation gives 454.50 kJ/mol.

Geometry (Å):
C 0.824 1.880 -0.692
C 1.391 1.052 0.152
C -0.590 0.209 -0.477
C -1.797 0.594 0.244
C 1.057 -1.588 0.111
N 0.581 -0.151 0.408
H 0.717 2.839 -1.187
H 2.362 1.000 0.552
H -0.615 -0.311 -1.354
H -2.686 0.755 -0.362
H -1.710 1.533 0.907
H -2.108 -0.279 0.853
H 0.195 -2.175 0.098
H 1.812 -1.275 -0.611
H 1.483 -1.973 1.073
H 0.278 -0.042 1.433


Computed, not measured: a cluster of 2 separate species, C3H8OS in total, with ωB97M-V/def2-TZVPD.

The HOMO energy (spin up / spin down) is -5.7 / -8.7 eV. As for the total charge: 0. For the relative energy (zero: lowest compared OMol25 entry of this formula, charge and spin), the calculation gives 234.62 kJ/mol. Its multiplicity is 3.

Geometry (Å):
C -0.226 -1.576 0.751
C -0.550 -2.607 0.003
C 0.132 2.495 -0.517
O 2.153 0.754 -0.765
S 0.736 1.119 -1.542
H 0.411 -1.671 1.618
H -0.589 -0.585 0.538
H -0.200 -3.605 0.207
H -1.191 -2.500 -0.857
H -0.919 2.615 -0.762
H 0.248 2.234 0.529
H 0.680 3.404 -0.749
H 2.018 -0.014 -0.197


Taking the records one at a time from the top gives E_tot values of -1570.493133, -1686.527356, -902.605705, -626.200040, -3034.221677, -410.506107, -250.832182, -592.292590 Ha.
Taking the records one at a time from the top gives maximum force values of 1.3, 1.6, 4.5, 3.7, 3.9, 3.1, 6.1, 10.8 eV/Å.